Entry 1:
{"formula": "C4H8O2", "method": "wB97M-V/def2-TZVPD", "orbital_gap_ev": 10.97, "e_lumo_ev": 0.854, "homo_energy_ev": -10.115, "energy_ha": -307.64334, "elements": ["O", "O", "C", "C", "C", "C", "H", "H", "H", "H", "H", "H", "H", "H"], "positions_angstrom": [[-1.1322, -1.3606, 0.1170], [1.8734, -1.2595, -0.4052], [-0.8210, -0.1827, 0.8155], [1.1971, -0.0711, -0.7464], [0.4464, 0.5149, 0.4289], [-0.8899, 1.1583, 0.1511], [1.0614, 0.9101, 1.2341], [-1.8650, -1.1847, -0.4818], [-1.1967, 1.1948, -0.8928], [0.4886, -0.2451, -1.5706], [1.9526, 0.6319, -1.1097], [-1.2147, 2.0101, 0.7416], [1.1811, -1.8872, -0.1531], [-1.0810, -0.2291, 1.8714]], "atomic_forces_ev_per_a": [[-0.163, 0.017, -0.175], [-0.129, -0.265, 0.084], [0.072, 0.129, 0.223], [-0.129, 0.365, -0.118], [0.189, -0.011, 0.044], [-0.139, 0.128, -0.087], [-0.105, -0.027, -0.140], [-0.003, -0.078, 0.107], [0.035, -0.045, 0.151], [0.149, 0.018, 0.104], [-0.072, -0.076, 0.079], [0.064, -0.164, -0.074], [0.176, 0.024, -0.023], [0.055, -0.014, -0.175]], "nbo_charge": [-0.721, -0.716, 0.077, -0.057, -0.273, -0.449, 0.221, 0.478, 0.213, 0.157, 0.185, 0.226, 0.476, 0.184]}

Entry 2:
{"formula": "C4H8O2", "method": "wB97M-V/def2-TZVPD", "orbital_gap_ev": [8.24, 8.27], "e_lumo_ev": [0.382, 0.449], "homo_energy_ev": [-7.854, -7.819], "energy_ha": -307.53524, "elements": ["O", "O", "C", "C", "C", "C", "H", "H", "H", "H", "H", "H", "H", "H"], "positions_angstrom": [[-0.3836, 2.0657, -1.1070], [0.1026, -0.9025, 1.3537], [1.3053, -0.5367, 1.6860], [-0.9604, -0.1667, 1.2568], [0.0581, 0.9428, -1.0212], [-0.3756, -0.2050, -1.9002], [0.3290, -0.2864, -2.7409], [0.8984, 0.7119, -0.3222], [1.4570, 0.4634, 2.0807], [-1.8493, -0.6812, 0.9228], [-0.3497, -1.1486, -1.3442], [-1.3803, -0.0215, -2.2969], [2.0315, -1.3338, 1.7315], [-0.9248, 0.8700, 1.5727]], "atomic_forces_ev_per_a": [[0.130, -0.392, 0.031], [-0.071, -0.735, -0.138], [0.561, 0.277, 0.272], [-0.557, 0.465, 0.074], [-0.002, 0.195, -0.195], [-0.077, 0.012, -0.063], [-0.129, 0.016, 0.172], [-0.147, 0.091, -0.119], [0.023, -0.146, -0.055], [0.133, 0.080, 0.111], [0.036, 0.169, -0.133], [0.240, -0.016, 0.069], [-0.110, 0.123, -0.008], [-0.031, -0.139, -0.019]], "nbo_charge": [-0.544, -0.352, -0.163, -0.141, 0.429, -0.728, 0.237, 0.108, 0.162, 0.182, 0.225, 0.232, 0.180, 0.172]}

Entry 3:
{"formula": "C4H8O2", "method": "wB97M-V/def2-TZVPD", "orbital_gap_ev": 10.79, "e_lumo_ev": 0.973, "homo_energy_ev": -9.821, "energy_ha": -307.66744, "elements": ["O", "O", "C", "C", "C", "C", "H", "H", "H", "H", "H", "H", "H", "H"], "positions_angstrom": [[0.3187, -0.4573, 1.3664], [0.8278, -1.0390, -1.5344], [1.1349, 0.3049, 0.4995], [0.4780, 0.1621, -0.8719], [-1.0259, -0.1494, 1.0162], [-1.0144, 0.2006, -0.4883], [2.1521, -0.0965, 0.5465], [-1.3823, 0.7039, 1.6139], [1.2429, -1.6349, -0.9032], [-1.5675, -0.5161, -1.0994], [0.7476, 0.9798, -1.5478], [-1.4327, 1.1969, -0.6637], [-1.6379, -1.0205, 1.2651], [1.1586, 1.3656, 0.8012]], "atomic_forces_ev_per_a": [[0.037, -0.046, 0.064], [0.106, -0.147, 0.002], [0.207, 0.072, -0.164], [-0.047, 0.367, 0.115], [-0.254, 0.016, -0.008], [-0.058, -0.005, -0.065], [-0.120, 0.074, -0.051], [0.093, -0.130, -0.079], [-0.105, -0.062, 0.044], [0.086, 0.088, 0.088], [-0.050, -0.064, 0.122], [0.052, -0.154, 0.026], [0.087, 0.127, -0.067], [-0.034, -0.138, -0.028]], "nbo_charge": [-0.526, -0.716, -0.103, 0.072, -0.077, -0.466, 0.196, 0.165, 0.470, 0.231, 0.180, 0.212, 0.193, 0.169]}

Entry 4:
{"formula": "C4H8O2", "method": "wB97M-V/def2-TZVPD", "orbital_gap_ev": 10.65, "e_lumo_ev": 0.863, "homo_energy_ev": -9.787, "energy_ha": -307.64715, "elements": ["O", "O", "C", "C", "C", "C", "H", "H", "H", "H", "H", "H", "H", "H"], "positions_angstrom": [[-1.7832, 1.2204, -0.2578], [-0.1669, -0.0933, 1.7349], [1.1285, -1.0804, -0.0962], [1.2646, 0.4209, -0.2181], [-1.2828, -0.1015, -0.3984], [0.0150, -0.2084, 0.3536], [-2.0275, -0.7569, 0.0643], [0.9892, -1.6408, -1.0172], [1.7074, -1.5866, 0.6693], [-0.7894, 0.6416, 1.8459], [-1.0542, 1.8020, -0.5178], [1.2722, 0.8558, -1.2162], [1.9003, 0.9195, 0.5074], [-1.1730, -0.3922, -1.4537]], "atomic_forces_ev_per_a": [[0.089, 0.218, -0.102], [-0.113, 0.132, 0.098], [0.003, -0.228, -0.009], [0.088, 0.172, -0.040], [0.070, -0.282, -0.024], [0.022, -0.072, -0.273], [0.115, 0.037, -0.103], [0.020, 0.056, 0.179], [-0.099, 0.100, -0.076], [0.152, -0.107, 0.143], [-0.243, 0.035, 0.017], [-0.098, -0.087, 0.171], [-0.075, -0.099, -0.131], [0.069, 0.126, 0.151]], "nbo_charge": [-0.719, -0.698, -0.424, -0.468, -0.084, 0.200, 0.194, 0.216, 0.232, 0.478, 0.466, 0.210, 0.229, 0.167]}

Entry 5:
{"formula": "C4H8O2", "method": "wB97M-V/def2-TZVPD", "orbital_gap_ev": 9.38, "e_lumo_ev": 1.037, "homo_energy_ev": -8.342, "energy_ha": -307.60241, "elements": ["O", "O", "C", "C", "C", "C", "H", "H", "H", "H", "H", "H", "H", "H"], "positions_angstrom": [[0.7773, -0.6679, -0.7286], [-1.4788, 0.1486, 0.8663], [-0.7166, -0.9564, 1.1065], [-0.8891, 1.0144, -0.0857], [-0.1990, 0.2372, -1.2120], [0.3044, -1.3607, 0.3520], [-1.6979, 1.6327, -0.4890], [2.2139, 0.8910, 0.6659], [0.7317, -2.3466, 0.4836], [-0.9420, -0.3489, -1.7666], [2.8168, 0.6844, 0.2860], [-1.0445, -1.5170, 1.9701], [-0.1860, 1.6656, 0.4471], [0.3096, 0.9235, -1.8957]], "atomic_forces_ev_per_a": [[-0.143, -0.135, 0.022], [0.040, 0.004, 0.122], [-0.059, -0.310, -0.049], [0.155, 0.182, -0.144], [-0.239, 0.165, -0.094], [-0.253, -0.194, 0.073], [0.180, -0.096, -0.002], [0.141, 0.039, 0.044], [0.306, 0.286, 0.202], [-0.057, 0.191, 0.008], [0.016, 0.090, 0.062], [-0.055, -0.076, -0.148], [0.090, -0.060, -0.212], [-0.123, -0.086, 0.116]], "nbo_charge": [-0.499, -0.494, 0.026, -0.101, -0.102, 0.008, 0.199, -0.013, 0.202, 0.181, 0.010, 0.202, 0.180, 0.201]}

Entry 6:
{"formula": "C4H8O2", "method": "wB97M-V/def2-TZVPD", "orbital_gap_ev": 10.63, "e_lumo_ev": 0.918, "homo_energy_ev": -9.709, "energy_ha": -307.65131, "elements": ["O", "O", "C", "C", "C", "C", "H", "H", "H", "H", "H", "H", "H", "H"], "positions_angstrom": [[-0.6569, -0.1503, 0.7849], [1.5316, -2.0935, -2.1777], [-0.0284, 0.6281, -0.2039], [1.1590, -1.4502, -1.2252], [-0.9365, 0.5753, 1.9582], [0.2748, -0.2354, -1.4264], [-0.6115, -0.7002, -1.8675], [-0.0222, 0.9676, 2.4327], [-1.4257, -0.1112, 2.6534], [0.7087, 0.3825, -2.2213], [-0.6590, 1.4939, -0.4786], [1.3676, -1.7825, -0.1857], [-1.6120, 1.4230, 1.7617], [0.9105, 1.0528, 0.1953]], "atomic_forces_ev_per_a": [[-0.035, -0.120, -0.064], [0.119, 0.139, 0.506], [0.239, 0.055, -0.202], [-0.104, -0.083, -0.298], [-0.088, 0.096, 0.239], [0.050, 0.045, 0.044], [-0.328, 0.356, 0.175], [-0.104, -0.099, -0.155], [0.074, 0.116, -0.104], [0.011, -0.118, 0.127], [0.073, -0.274, -0.030], [0.074, 0.142, -0.158], [0.105, -0.143, -0.027], [-0.085, -0.111, -0.054]], "nbo_charge": [-0.542, -0.523, -0.059, 0.443, -0.248, -0.539, 0.244, 0.166, 0.198, 0.239, 0.173, 0.119, 0.166, 0.162]}

Entry 7:
{"formula": "C4H8O2", "method": "wB97M-V/def2-TZVPD", "orbital_gap_ev": 10.45, "e_lumo_ev": 1.068, "homo_energy_ev": -9.378, "energy_ha": -307.63776, "elements": ["O", "O", "C", "C", "C", "C", "H", "H", "H", "H", "H", "H", "H", "H"], "positions_angstrom": [[-0.3979, 1.2397, -0.5121], [0.3916, -1.1899, 0.6939], [0.8347, 1.1132, 0.1597], [-1.3874, 0.3027, -0.1456], [1.3546, -0.3173, 0.1484], [-0.8100, -1.0959, -0.0287], [0.7472, 1.4738, 1.1966], [-1.9466, 0.1817, -1.0841], [1.5671, -0.6514, -0.8794], [1.5173, 1.7620, -0.3949], [-1.4848, -1.7677, 0.5364], [-1.9583, 0.6350, 0.7450], [2.2655, -0.4047, 0.7513], [-0.6929, -1.2812, -1.1864]], "atomic_forces_ev_per_a": [[0.100, 0.128, -0.226], [0.010, 0.055, -0.026], [0.293, 0.030, 0.078], [-0.014, -0.134, -0.081], [0.124, 0.158, -0.105], [-0.104, -0.210, -1.118], [0.024, -0.094, -0.094], [-0.892, 0.634, 0.780], [0.073, 0.211, 0.042], [0.063, -0.010, 0.218], [0.035, 0.180, -0.992], [0.140, -0.057, -0.482], [-0.182, 0.027, -0.112], [0.331, -0.918, 2.119]], "nbo_charge": [-0.528, -0.518, -0.095, -0.102, -0.101, -0.100, 0.166, 0.193, 0.166, 0.194, 0.207, 0.168, 0.196, 0.152]}

Entry 8:
{"formula": "C4H8O2", "method": "wB97M-V/def2-TZVPD", "orbital_gap_ev": 10.85, "e_lumo_ev": 0.804, "homo_energy_ev": -10.044, "energy_ha": -307.66494, "elements": ["O", "O", "C", "C", "C", "C", "H", "H", "H", "H", "H", "H", "H", "H"], "positions_angstrom": [[-1.4991, -1.6080, -0.1788], [1.0392, 1.6494, -1.2255], [1.0200, -0.0810, 0.4207], [-0.4231, 0.3747, 0.7304], [-1.4781, -0.1947, -0.2156], [1.5504, 0.6422, -0.7974], [-1.3207, 0.1796, -1.2404], [-2.4783, 0.1321, 0.0912], [-0.4537, 1.4682, 0.6516], [-0.5807, -1.8917, -0.2552], [1.1991, -1.1640, 0.2912], [2.4408, 0.2163, -1.3056], [-0.6828, 0.1088, 1.7592], [1.6669, 0.1680, 1.2742]], "atomic_forces_ev_per_a": [[0.175, -0.233, -0.072], [0.328, -0.361, -0.001], [-0.143, 0.150, 0.008], [0.032, -0.047, 0.099], [-0.001, 0.363, 0.014], [-0.150, 0.367, -0.114], [0.050, -0.131, 0.187], [0.223, -0.018, 0.001], [0.074, -0.216, 0.074], [-0.231, -0.204, -0.058], [-0.351, 0.277, 0.012], [-0.051, 0.014, 0.146], [0.035, -0.055, -0.106], [0.010, 0.095, -0.190]], "nbo_charge": [-0.711, -0.522, -0.527, -0.432, -0.065, 0.436, 0.164, 0.185, 0.235, 0.454, 0.207, 0.114, 0.212, 0.249]}

Entry 9:
{"formula": "C4H8O2", "method": "wB97M-V/def2-TZVPD", "orbital_gap_ev": [8.08, 8.08], "e_lumo_ev": [-0.149, -0.150], "homo_energy_ev": [-8.229, -8.228], "energy_ha": -307.53265, "elements": ["O", "O", "C", "C", "C", "C", "H", "H", "H", "H", "H", "H", "H", "H"], "positions_angstrom": [[3.1011, 0.4948, 1.8789], [-0.0688, 0.0868, 0.4813], [-2.1439, -0.4342, -0.5685], [-0.8112, 0.2252, -0.5712], [1.9787, 0.0943, 1.6280], [1.1987, 0.5235, 0.4931], [-2.4419, -0.6684, -1.5946], [1.4739, -0.6758, 2.2507], [1.4336, 1.4258, -0.0638], [1.3037, -0.4407, -1.0877], [0.5991, -0.5662, -1.4922], [-2.9078, 0.2262, -0.1406], [-0.5993, 1.0684, -1.2263], [-2.1159, -1.3597, 0.0129]], "atomic_forces_ev_per_a": [[-0.329, -0.148, -0.033], [-0.190, -0.058, -0.112], [-0.012, -0.034, 0.020], [-0.010, 0.068, 0.107], [0.112, 0.123, -0.081], [0.169, 0.168, 0.144], [0.036, 0.048, 0.147], [0.097, 0.068, -0.016], [-0.018, -0.115, 0.060], [-0.207, -0.073, -0.231], [0.338, -0.022, 0.051], [0.035, -0.072, -0.049], [-0.031, -0.104, 0.068], [0.008, 0.150, -0.076]], "nbo_charge": [-0.559, -0.365, -0.682, 0.195, 0.334, -0.111, 0.236, 0.109, 0.195, 0.034, -0.036, 0.231, 0.182, 0.236]}

Entry 10:
{"formula": "C4H8O2", "method": "wB97M-V/def2-TZVPD", "orbital_gap_ev": 9.00, "e_lumo_ev": 0.395, "homo_energy_ev": -8.610, "energy_ha": -307.58049, "elements": ["O", "O", "C", "C", "C", "C", "H", "H", "H", "H", "H", "H", "H", "H"], "positions_angstrom": [[-0.2301, -1.1511, 0.6203], [1.8065, -0.1863, 1.8866], [1.3179, 0.7051, 1.0005], [-0.2938, -0.6552, -0.5082], [0.7973, 0.1340, -1.0415], [-1.6214, -0.8248, -1.2209], [-2.4124, -0.4445, -0.5649], [1.7913, -0.2844, -1.0519], [-1.7807, -1.9038, -1.3126], [0.3232, 1.0634, 1.2323], [-1.7026, -0.3586, -2.2046], [1.0826, -0.7627, 2.1964], [0.5862, 0.6037, -2.0343], [2.1091, 1.3767, 0.7261]], "atomic_forces_ev_per_a": [[-0.543, -0.697, -0.257], [-0.199, -0.081, -0.862], [-0.005, 0.535, -0.619], [-0.178, -0.405, 0.498], [0.257, -0.001, 0.883], [-0.036, 0.015, -0.117], [0.125, -0.042, -0.137], [0.032, -0.704, -0.013], [-0.039, 0.140, -0.062], [0.152, 0.228, -0.176], [0.132, -0.011, 0.114], [0.133, 0.168, -0.493], [0.211, 0.367, 1.224], [-0.044, 0.489, 0.017]], "nbo_charge": [-0.674, -0.658, 0.142, 0.535, -0.645, -0.707, 0.234, 0.237, 0.242, 0.178, 0.210, 0.513, 0.216, 0.177]}

Entry 11:
{"formula": "C4H8O2", "method": "wB97M-V/def2-TZVPD", "orbital_gap_ev": 8.57, "e_lumo_ev": 0.256, "homo_energy_ev": -8.312, "energy_ha": -307.59096, "elements": ["O", "O", "C", "C", "C", "C", "H", "H", "H", "H", "H", "H", "H", "H"], "positions_angstrom": [[3.8126, 3.3588, -4.5613], [-1.0881, 0.5468, 1.6407], [-0.9053, -1.4702, 3.0753], [-1.1774, -1.5542, 0.4836], [-1.1281, -1.0206, -0.7458], [-1.0524, -0.8427, 1.7385], [-1.1699, -0.8709, 3.9186], [-1.2905, -2.6231, 0.5957], [-0.2900, 0.9115, 2.1166], [4.2334, 4.1861, -4.4551], [-0.5271, -2.5380, 3.1058], [2.9043, 3.3967, -4.3489], [-1.2417, -0.0009, -0.9417], [-1.0798, -1.4791, -1.6219]], "atomic_forces_ev_per_a": [[1.102, -1.887, -0.702], [1.048, -0.148, 0.613], [-0.051, 0.580, -5.961], [0.474, -0.337, -0.710], [-0.527, 1.261, 3.786], [0.479, -0.945, 4.977], [0.457, 0.174, 0.532], [0.336, -0.200, -0.012], [-1.495, -0.691, -0.595], [0.228, 1.393, 0.286], [-1.007, 1.467, 0.190], [-1.330, 0.494, 0.417], [0.346, 1.824, 0.484], [-0.060, -2.986, -3.303]], "nbo_charge": [-0.943, -0.711, -0.511, -0.268, -0.322, 0.302, 0.210, 0.213, 0.493, 0.471, 0.215, 0.471, 0.194, 0.186]}

Entry 12:
{"formula": "C4H8O2", "method": "wB97M-V/def2-TZVPD", "orbital_gap_ev": 9.50, "e_lumo_ev": 0.774, "homo_energy_ev": -8.729, "energy_ha": -307.60055, "elements": ["O", "O", "C", "C", "C", "C", "H", "H", "H", "H", "H", "H", "H", "H"], "positions_angstrom": [[1.9478, -1.4637, -0.9215], [-3.1768, 5.0543, -0.1609], [1.5270, -0.0253, 1.0504], [1.1466, -0.9024, 0.1081], [-0.2339, -1.5010, 0.0935], [-0.4920, -2.7972, -0.2376], [-2.3764, 5.6791, -0.2673], [2.8228, -1.3362, -0.5441], [-1.3531, -3.3289, 0.2446], [2.5100, 0.3671, 0.9790], [0.7350, 0.2794, 1.8382], [0.1261, -3.0905, -1.0277], [-1.0329, -0.9551, 0.5757], [-3.2855, 5.0156, 0.7745]], "atomic_forces_ev_per_a": [[-0.533, 1.152, 2.022], [2.185, 1.659, -1.280], [-2.174, -0.529, 0.072], [-1.462, -0.723, -1.437], [-0.055, -1.272, 0.797], [-0.928, 2.556, 1.213], [-1.963, -1.542, 0.152], [0.541, -0.187, -0.542], [0.721, 0.542, -1.334], [0.704, 0.506, 0.510], [1.803, -0.400, -1.496], [1.049, -1.858, -0.520], [0.336, 0.213, 0.714], [-0.223, -0.117, 1.130]], "nbo_charge": [-0.684, -0.933, -0.525, 0.284, -0.239, -0.372, 0.469, 0.475, 0.214, 0.204, 0.230, 0.213, 0.200, 0.464]}